Below is a molecular structure, C2H3N4 in a non-equilibrium geometry, with properties calculated with ωB97M-V/def2-TZVPD.

Output
LUMO energy (alpha / beta) = -7.6862 / -8.2805 eV
E_HOMO (alpha / beta) = -0.561 / -0.552 Ha
maximum force = 5.4 eV Å⁻¹
relative energy (zero: lowest compared OMol25 entry of this formula, charge and spin) = 98.5 kcal per mole
charge = +1
HOMO-LUMO gap (alpha / beta) = 7.572 / 6.753 eV
E = -296.4683 a.u.

Geometry (Å):
C -1.90565 0.22169 -0.12401
C 0.06659 0.35435 0.05734
N -1.03951 1.15012 -0.04733
N -1.70570 -1.01695 0.05754
N -0.36113 -0.95165 0.03703
N 1.30024 0.81909 0.05765
H 0.16551 -2.70353 0.12173
H 1.42000 1.81268 0.22289
H 2.05964 0.31420 -0.38285



Below is a molecular structure, C5H6O4Ru in a non-equilibrium geometry, with properties calculated with ωB97M-V/def2-TZVPD.

Output
LUMO energy (alpha / beta) = -14.7342 / -17.0230 eV
E_HOMO (alpha / beta) = -0.818 / -0.824 Ha
maximum force = 4.3 eV Å⁻¹
relative energy (zero: lowest compared OMol25 entry of this formula, charge and spin) = 23.9 kcal per mole
charge = +3
spin multiplicity = 6
HOMO-LUMO gap (alpha / beta) = 7.520 / 5.401 eV
E = -588.3792 a.u.

Geometry (Å):
O -0.77627 -0.53727 2.48935
C -0.25182 0.60222 2.56118
C -0.62775 1.62544 1.61347
O -1.38533 1.23770 0.62270
Ru -2.25875 -1.03257 1.35333
H 0.61485 0.78550 3.21091
H -0.13673 2.59990 1.56749
C 2.17029 -1.39649 -1.46903
C 1.06707 -0.69785 -1.67379
O 0.23925 -0.44434 -0.56730
C -0.94411 0.05524 -0.63370
O -1.47407 0.12750 -1.80189
H 2.43868 -1.77220 -0.48179
H 0.73786 -0.26013 -2.61267
H 2.79275 -1.65245 -2.32485
H -2.20592 0.75981 -1.85340



Below is a molecular structure, C22H17BrF4N2O2PPt in a non-equilibrium geometry, with properties calculated with ωB97M-V/def2-TZVPD.

Output
LUMO energy (alpha / beta) = -4.7863 / -4.7862 eV
E_HOMO (alpha / beta) = -0.422 / -0.422 Ha
maximum force = 1.3 eV Å⁻¹
charge = +1
HOMO-LUMO gap (alpha / beta) = 6.694 / 6.695 eV
E = -4542.3162 a.u.

Geometry (Å):
Pt 0.27886 -0.11252 0.31762
C 1.61498 3.35549 -0.34045
C 0.71475 2.23955 -0.75216
N -0.44988 2.00343 -0.21181
O -0.70396 2.85885 0.84352
C 1.07781 1.36377 -1.89876
C 1.40562 1.89304 -3.25274
N 1.02847 0.12138 -1.56292
O 1.34307 -0.90770 -2.19274
H 1.62134 3.45846 0.74285
H 1.24539 4.30057 -0.74733
H 2.62164 3.18331 -0.71127
H -1.60893 2.64542 1.10624
H 0.91511 2.85426 -3.40121
H 1.05379 1.19163 -4.00852
H 2.47982 2.02491 -3.39950
F -3.16818 -5.67354 2.88798
C -2.51879 -4.52984 2.80881
C -2.22924 -3.81245 3.95652
F -2.60316 -4.27140 5.13720
C -1.54417 -2.61287 3.85246
F -1.27967 -1.95274 4.97807
C -1.14020 -2.09355 2.63070
P -0.19339 -0.53686 2.53034
C -1.13563 0.70046 3.44146
C -2.51967 0.60943 3.56452
C -3.23290 1.64700 4.14642
C -2.56918 2.77871 4.59955
C -1.19047 2.87709 4.46736
C -0.47330 1.84460 3.88430
C 1.34698 -0.85941 3.41374
C 1.47830 -0.65849 4.78679
C 2.67899 -0.95511 5.41142
C 3.74567 -1.45332 4.67475
C 3.61886 -1.65570 3.30780
C 2.42262 -1.35660 2.67624
C -1.43915 -2.84157 1.49544
Br -0.93165 -2.29206 -0.25303
C -2.11936 -4.03977 1.57334
F -2.40032 -4.73951 0.48198
H -3.04788 -0.26919 3.21378
H -4.30657 1.56766 4.25105
H -3.12664 3.58420 5.05837
H -0.67214 3.75872 4.81958
H 0.60208 1.92982 3.78034
H 0.64973 -0.27492 5.36684
H 2.78085 -0.79941 6.47689
H 4.68006 -1.68387 5.16872
H 4.44936 -2.04284 2.73340
H 2.32690 -1.51780 1.60614



Below is a single C5H12N2 molecule in a non-equilibrium geometry, with properties calculated with ωB97M-V/def2-TZVPD.

Output
LUMO energy = 1.1395 eV
E_HOMO = -0.313 Ha
maximum force = 2.7 eV Å⁻¹
relative energy (zero: lowest compared OMol25 entry of this formula, charge and spin) = 52.9 kcal per mole
charge = 0
HOMO-LUMO gap = 9.644 eV
SMILES = C[C@H](N)N1C[C@H]1C
E = -307.1451 a.u.

Geometry (Å):
C -2.05163 -0.51053 0.34703
C -0.90922 -0.86275 -0.59833
N -0.40973 -2.18974 -0.28585
N 0.06254 0.23378 -0.57880
C 1.32118 0.24138 -1.20237
C 0.89380 0.57644 0.47940
C 1.09359 2.01042 0.87853
H -1.69124 -0.46573 1.37564
H -2.83193 -1.26450 0.27660
H -2.46689 0.46202 0.09198
H -1.26697 -0.89159 -1.63390
H -0.09222 -2.24546 0.67620
H 0.36067 -2.43959 -0.89573
H 1.47075 0.96593 -1.99449
H 2.01729 -0.58716 -1.15293
H 1.07200 -0.16317 1.26461
H 2.12866 2.20769 1.16274
H 0.46388 2.25544 1.73930
H 0.83548 2.66711 0.05038



Below is 2 unconnected molecules or ions with the total composition C4H11N3O2 in a non-equilibrium geometry, with properties calculated with ωB97M-V/def2-TZVPD.

Output
LUMO energy (alpha / beta) = -3.9199 / -8.3173 eV
E_HOMO (alpha / beta) = -0.486 / -0.486 Ha
maximum force = 2.2 eV Å⁻¹
relative energy (zero: lowest compared OMol25 entry of this formula, charge and spin) = 51.2 kcal per mole
charge = +1
spin multiplicity = 2
HOMO-LUMO gap (alpha / beta) = 9.303 / 4.900 eV
E = -473.4368 a.u.

Geometry (Å):
C -1.06327 -1.81068 -2.33991
C -1.34125 0.05768 -0.70253
N -1.30990 1.33630 -0.48123
N -1.26799 -0.43492 -1.95250
N -1.55653 -0.89798 0.29943
H -1.39741 1.96660 -1.28363
H 2.81828 -0.10541 3.70424
H -1.34194 0.20114 -2.74454
H -0.74217 -0.93322 0.91631
H -2.34151 -0.59892 0.87340
H -1.03182 -2.45836 -1.48141
H -0.15273 -1.89187 -2.93655
H -1.84731 -2.04908 -3.07147
C 1.34788 1.34157 1.23417
C 2.45715 0.58760 1.91778
O 2.11032 0.28987 3.18187
O 3.56460 0.43884 1.48703
H 1.77921 2.27334 0.84277
H 0.68179 1.76795 2.00140
H 0.63459 0.91954 0.53538



Below is 3 unconnected molecules or ions with the total composition C5H12S in a non-equilibrium geometry, with properties calculated with ωB97M-V/def2-TZVPD.

Output
LUMO energy = -3.0134 eV
E_HOMO = -0.260 Ha
maximum force = 4.1 eV Å⁻¹
relative energy (zero: lowest compared OMol25 entry of this formula, charge and spin) = 194.2 kcal per mole
charge = 0
HOMO-LUMO gap = 4.060 eV
E = -595.5726 a.u.

Geometry (Å):
C 0.38882 -0.65229 1.88820
C 0.31530 -1.85051 0.97202
C -0.23014 -1.39854 -0.42163
C -0.16722 -2.00362 -1.62221
S 0.01551 2.00785 0.25759
C 0.21710 1.20845 -1.40129
H 1.13495 0.06680 1.48606
H -0.50738 -0.05902 1.88861
H 0.65232 -0.91143 2.88893
H -0.38677 -2.56129 1.39912
H 1.27121 -2.24773 0.73294
H -2.80450 0.82962 -1.16383
H -1.21768 -0.83677 -0.20959
H -2.95105 0.55364 -0.49614
H 0.74135 -1.88330 -2.20776
H 0.36842 1.98707 -2.16496
H -0.70541 0.58010 -1.60996
H 1.01331 0.53575 -1.15546



Below is 11 unconnected molecules or ions with the total composition C20H65N19O11 in a non-equilibrium geometry, with properties calculated with ωB97M-V/def2-TZVPD.

Output
LUMO energy = -0.0780 eV
E_HOMO = -0.312 Ha
maximum force = 3.6 eV Å⁻¹
relative energy (zero: lowest compared OMol25 entry of this formula, charge and spin) = 67.4 kcal per mole
charge = 0
HOMO-LUMO gap = 8.414 eV
SMILES = COC[C@H](C)N.COC[C@H](C)N.COC[C@H](C)N.NC(N)=O.NC(N)=O.NC(N)=O.NC(N)=O.NC(N)=O.NC(N)=O.NC(N)=O.NC(N)=O
E = -2669.2586 a.u.

Geometry (Å):
C -2.92717 -7.80129 1.28182
O -3.05521 -6.57505 0.57256
C -4.36407 -6.06328 0.55607
C -4.35896 -4.58378 0.44942
C -3.91292 -3.83008 1.76988
N -5.65739 -4.00629 0.11914
H -1.87289 -8.07917 1.25444
H -3.37626 -8.67743 0.80521
H -3.23109 -7.70783 2.32437
H -4.86012 -6.53059 -0.30647
H -4.95432 -6.36496 1.43228
H -3.61812 -4.24040 -0.27516
H -4.37993 -2.84891 1.81364
H -2.83554 -3.87856 1.92906
H -4.35186 -4.42221 2.57864
H -6.38290 -4.54632 0.58808
H -5.76558 -4.33443 -0.84218
C 3.74441 6.26753 -3.09820
O 2.37548 5.92438 -2.99580
C 2.02338 5.02870 -1.97384
C 0.52592 4.77157 -1.91760
C -0.34113 5.98198 -1.66691
N 0.27794 3.80732 -0.83753
H 3.92338 6.64818 -4.10017
H 4.37436 5.37651 -2.98698
H 4.08549 6.93696 -2.30529
H 2.58419 4.08800 -2.05755
H 2.38977 5.45062 -1.02653
H 0.27383 4.18929 -2.80706
H -0.45371 6.21122 -0.60835
H -1.33877 5.80685 -2.07454
H 0.07280 6.83542 -2.20700
H 0.50848 3.94257 0.14633
H 0.89505 3.04095 -1.10728
C 6.19248 3.43257 2.56337
O 5.68385 3.94999 1.32763
C 5.29182 2.93443 0.40499
C 3.79019 2.55229 0.62823
C 3.32775 2.04674 1.98603
N 3.25744 1.63642 -0.38356
H 6.63144 4.35839 2.94042
H 6.96510 2.68319 2.38784
H 5.43252 3.10034 3.27045
H 5.53198 3.43959 -0.53352
H 5.97486 2.07943 0.45445
H 3.26372 3.48053 0.37252
H 3.93273 1.21179 2.35205
H 2.37162 1.54166 1.84026
H 3.25704 2.78763 2.77949
H 3.39953 2.09530 -1.27815
H 2.24387 1.64113 -0.30293
N -0.57186 2.93473 3.31079
C 0.32671 3.92144 3.11431
N 1.12790 4.11347 4.18423
O 0.36552 4.60308 2.07186
H -1.15804 2.63536 2.53918
H -0.59704 2.52882 4.22335
H 0.86478 3.64366 5.02555
H 1.98593 4.62549 4.08779
N -3.88046 -1.66310 -0.87904
C -3.72040 -0.89485 -1.97893
N -4.85101 -0.29102 -2.41750
O -2.61635 -0.68703 -2.48818
H -2.97991 -1.93241 -0.52318
H -4.70878 -1.99638 -0.40753
H -5.61787 -0.28957 -1.76865
H -4.85493 0.33131 -3.20353
N 4.94363 -0.97316 0.45966
C 3.83953 -1.72600 0.77141
N 2.69628 -1.01752 0.70488
O 3.95117 -2.85385 1.26389
H 4.71846 -0.01713 0.23243
H 5.78353 -1.49559 0.63600
H 2.66062 -0.09433 0.28463
H 1.86445 -1.57757 0.84024
N 1.94724 -4.58352 2.38750
C 0.73556 -5.18108 2.30796
N -0.09767 -4.73083 1.35946
O 0.41114 -6.05737 3.12103
H 2.37641 -3.86006 1.82412
H 2.62397 -5.19527 2.81461
H -0.90568 -5.27151 1.11533
H 0.12400 -3.84644 0.91158
N -0.36015 -3.99942 -3.47278
C -0.96554 -4.93454 -2.69723
N -1.38255 -4.44816 -1.51018
O -1.18160 -6.07803 -3.09304
H -0.08159 -3.14722 -3.02183
H -0.13870 -4.27659 -4.41086
H -1.17531 -3.48765 -1.29470
H -1.62930 -5.13207 -0.81521
N -0.69064 0.18739 -2.63986
C 0.41375 0.95725 -2.62076
N 1.01028 1.08125 -3.82748
O 0.88345 1.38951 -1.55441
H -0.92584 -0.13590 -1.71228
H -0.90062 -0.25610 -3.51199
H 1.77268 1.73851 -3.74660
H 0.50917 0.83297 -4.65661
N -0.28857 0.17220 0.22968
C -0.68139 -1.08780 0.50654
N -1.80373 -1.16762 1.22163
O -0.00052 -2.03891 0.08259
H 0.48012 0.34316 -0.39806
H -0.78453 0.97304 0.58902
H -2.23856 -0.29378 1.48754
H -2.29256 -2.01769 1.43522
N -2.60138 3.30956 -0.50445
C -3.10456 2.49820 0.44672
N -4.38260 2.13152 0.29508
O -2.34027 1.94531 1.26579
H -1.57934 3.37310 -0.45927
H -3.16799 3.87087 -1.11132
H -4.89683 2.36766 -0.53424
H -4.82610 1.43933 0.87200



Below is a single C16H16ClNO4 molecule, with properties calculated with ωB97M-V/def2-TZVPD.

Output
LUMO energy = 0.6670 eV
E_HOMO = -0.293 Ha
maximum force = 0.7 eV Å⁻¹
relative energy (zero: lowest compared OMol25 entry of this formula, charge and spin) = 28.5 kcal per mole
charge = 0
HOMO-LUMO gap = 8.653 eV
SMILES = COc1ccc(C(=O)Nc2cc(OC)c(Cl)cc2OC)cc1
E = -1435.1853 a.u.

Geometry (Å):
C -0.40522 2.81272 4.88149
O -0.36941 2.92941 3.47910
C 0.37194 2.04040 2.76903
C 1.11437 0.99982 3.31867
C 1.83398 0.15684 2.49127
C 1.80595 0.31271 1.11201
C 2.63439 -0.57886 0.26041
O 3.78379 -0.86265 0.53196
N 2.07368 -1.03778 -0.90180
C 0.74911 -1.06195 -1.32302
C -0.32265 -1.12804 -0.45605
C -1.65447 -1.15333 -0.89026
O -2.53901 -1.19624 0.13820
C -3.93186 -1.28786 -0.06469
C -1.87614 -1.13961 -2.26326
Cl -3.44688 -1.15189 -3.01696
C -0.80339 -1.11879 -3.15427
C 0.50250 -1.08203 -2.71223
O 1.60805 -1.06359 -3.51549
C 1.42015 -1.11547 -4.90962
C 1.07696 1.36850 0.56479
C 0.37267 2.22125 1.38253
H 0.59014 2.93395 5.32036
H -0.82708 1.85219 5.19395
H -1.05088 3.61841 5.22726
H 1.14635 0.84074 4.38482
H 2.42218 -0.64315 2.91507
H 2.73310 -1.43601 -1.56118
H -0.16314 -1.15817 0.60849
H -4.35589 -1.34286 0.93783
H -4.20478 -2.18865 -0.61905
H -4.32868 -0.40614 -0.57279
H -1.03084 -1.12241 -4.20761
H 0.90114 -2.03085 -5.21005
H 2.42005 -1.10888 -5.34023
H 0.86502 -0.24475 -5.27151
H 1.07592 1.52743 -0.50295
H -0.19113 3.04559 0.97578



Below is a single C9H10N2 molecule in a non-equilibrium geometry, with properties calculated with ωB97M-V/def2-TZVPD.

Output
LUMO energy = 0.4437 eV
E_HOMO = -0.299 Ha
maximum force = 5.1 eV Å⁻¹
relative energy (zero: lowest compared OMol25 entry of this formula, charge and spin) = 71.8 kcal per mole
charge = 0
HOMO-LUMO gap = 8.569 eV
SMILES = C[C@@]1(n2cccc2)C=CC=N1
E = -458.3560 a.u.

Geometry (Å):
C 0.88994 -1.85181 0.02088
C 0.61161 -0.34078 -0.09857
N -0.78666 -0.03228 -0.16814
C -1.14402 1.28274 -0.02547
C -2.53188 1.31700 0.02044
C -2.99132 0.03118 -0.13883
C -1.92672 -0.82779 -0.19133
C 1.50284 0.41744 1.14496
C 2.52919 0.95687 0.47808
C 2.26653 0.87663 -0.96368
N 1.29030 0.14162 -1.28628
H 0.38401 -2.46633 -0.84788
H 0.55410 -2.36906 0.84796
H 1.88033 -2.15553 0.11591
H -0.57723 2.16439 0.03179
H -3.17241 2.23644 0.17877
H -4.02826 -0.43916 -0.15100
H -2.00967 -1.84680 -0.22533
H 1.21370 0.22713 2.12168
H 3.33307 1.46470 0.98998
H 2.71252 1.21339 -1.85392



Below is a single C6H6O molecule, with properties calculated with ωB97M-V/def2-TZVPD.

Output
LUMO energy (alpha / beta) = 0.4000 / 0.4005 eV
E_HOMO (alpha / beta) = -0.236 / -0.236 Ha
maximum force = 0.3 eV Å⁻¹
relative energy (zero: lowest compared OMol25 entry of this formula, charge and spin) = 132.3 kcal per mole
charge = 0
HOMO-LUMO gap (alpha / beta) = 6.834 / 6.835 eV
E = -307.2526 a.u.

Geometry (Å):
C 2.90758 0.63056 -0.13157
C 1.72104 0.40392 -0.25679
C 0.35704 0.09055 -0.37613
C -0.69658 0.91835 0.11174
C -1.65182 0.06428 0.75160
O -1.42627 -1.18907 0.53293
C -0.18521 -1.29376 -0.36887
H 3.95394 0.82992 -0.08073
H -1.75551 0.90633 -0.57063
H -0.58765 1.95770 0.40861
H -2.49046 0.34687 1.37891
H 0.47137 -2.06937 0.03683
H -0.64158 -1.65454 -1.30569



Below is a single CH4NPS2 molecule in a non-equilibrium geometry, with properties calculated with ωB97M-V/def2-TZVPD.

Output
LUMO energy = -0.4081 eV
E_HOMO = -0.323 Ha
maximum force = 2.2 eV Å⁻¹
relative energy (zero: lowest compared OMol25 entry of this formula, charge and spin) = 0.0 kcal per mole
charge = 0
HOMO-LUMO gap = 8.373 eV
SMILES = NC(=S)[PH2]=S
E = -1232.9664 a.u.

Geometry (Å):
N -0.71162 0.28931 1.20870
C 0.42315 -0.13668 0.70500
S 1.90434 -0.48032 1.29661
P 0.26441 -0.25676 -1.11776
S -1.35687 0.61950 -1.71124
H -0.72760 0.98974 1.90964
H -1.56063 0.24946 0.69014
H 1.40961 0.28942 -1.68111
H 0.35521 -1.56366 -1.29999



Below is 2 unconnected molecules or ions with the total composition C3H4N2, with properties calculated with ωB97M-V/def2-TZVPD.

Output
LUMO energy = 1.0237 eV
E_HOMO = -0.337 Ha
maximum force = 0.6 eV Å⁻¹
relative energy (zero: lowest compared OMol25 entry of this formula, charge and spin) = 120.6 kcal per mole
charge = 0
HOMO-LUMO gap = 10.191 eV
E = -226.0330 a.u.

Geometry (Å):
N 1.52898 1.02303 0.19756
C -0.04736 -2.18618 0.21958
C -0.82740 -1.29299 0.42817
C -0.62309 2.02986 -0.27913
N 0.44052 1.49991 -0.13352
H 1.46201 0.00278 0.10566
H 0.62329 -2.99933 0.04535
H -1.49425 -0.47544 0.60838
H -1.02596 2.43348 -1.19748